165
Properties=species:S:1:pos:R:3:forces:R:3 method="wB97M-V/def2-TZVPD" largest_force_ev_per_a=4.16 e_homo_ev=-10.9458 e_above_lowest_kcal_mol=160.4 gap_ha=0.399 mol_weight_g_mol=1365.77 lumo_ev=-0.079 smiles="CCOS(C)(=O)=O.CCOS(C)(=O)=O.CCOS(C)(=O)=O.CCOS(C)(=O)=O.CCOS(C)(=O)=O.CCOS(C)(=O)=O.CCOS(C)(=O)=O.CCOS(C)(=O)=O.CCOS(C)(=O)=O.CCOS(C)(=O)=O.CCOS(C)(=O)=O"
C 2.5998 7.6202 3.1725 -0.0182 -0.1650 1.2089
C 3.9901 7.7113 2.6288 -0.4432 0.7205 -1.6422
O 4.9530 7.7399 3.6651 1.2503 0.1919 0.9289
S 6.4670 8.2718 3.3265 -3.0433 0.6686 -1.4231
C 6.2150 10.0687 3.3662 0.6238 -0.2695 -0.2180
O 7.2715 7.9452 4.4312 0.6698 -0.4723 0.8125
O 6.7129 7.8208 1.9886 0.5897 0.3400 0.3465
H 2.3162 8.5541 3.6577 -0.0360 0.0200 0.0393
H 2.6205 6.8522 3.9458 -0.4572 -0.1672 -0.0366
H 1.8538 7.3943 2.4106 0.2353 -0.1132 -0.0452
H 4.1613 6.9110 1.9088 0.3974 -0.0991 0.2125
H 4.0180 8.6512 2.0776 0.4150 0.0820 -0.2926
H 5.8430 10.3698 4.3454 -0.0613 -0.2379 -0.1272
H 5.6133 10.4592 2.5455 -0.2204 -0.4400 0.1120
H 7.2094 10.4921 3.2250 0.0980 -0.0768 0.1119
C -3.1590 -7.8048 -4.5314 -0.1421 0.0279 0.4783
C -4.6434 -7.4514 -4.5150 -0.1120 -2.4555 -2.4781
O -5.0794 -7.1915 -3.2490 -2.3834 2.0040 2.7612
S -6.7297 -6.8632 -3.0496 0.5989 0.3657 1.9171
C -7.2627 -8.3898 -2.1699 0.4364 0.5472 -0.8980
O -6.8057 -5.7910 -2.0503 0.2454 -1.6622 -2.0519
O -7.3744 -6.7680 -4.3417 0.8224 -0.0791 1.0990
H -2.8529 -8.1438 -5.5211 0.0358 0.5602 -0.1250
H -2.9017 -8.6504 -3.8936 -0.5061 -0.1204 0.2447
H -2.5622 -6.9893 -4.1227 0.1144 0.2006 -0.5097
H -4.9774 -6.7707 -5.2981 0.4822 0.8263 0.3802
H -5.2314 -8.3285 -4.7853 0.3511 -0.6489 -0.6600
H -6.9448 -9.2473 -2.7630 0.0130 0.0573 0.0277
H -8.3515 -8.3719 -2.1203 0.1141 0.1872 0.0346
H -6.8053 -8.4074 -1.1807 -0.0452 0.1615 -0.1900
C -7.5069 -5.4562 4.3677 -0.2122 0.4049 0.3366
C -6.6606 -4.2055 4.1709 0.4582 -0.2426 -0.1658
O -7.4846 -3.1027 4.4778 -1.4557 2.6498 0.2830
S -7.0151 -1.5125 4.2835 0.4270 -1.4813 0.9598
C -5.4860 -1.6770 5.2962 0.7595 0.3936 -1.0408
O -6.7360 -1.3200 2.8731 -0.0082 -0.0656 1.6167
O -7.9248 -0.6257 4.9859 0.8617 -1.6292 -1.0461
H -6.9276 -6.3209 4.6916 0.1731 -0.0420 -0.5953
H -8.0892 -5.6042 3.4583 0.0715 -0.4576 0.1466
H -8.2076 -5.3054 5.1889 -0.0651 0.2466 -0.0228
H -5.8021 -4.1613 4.8412 0.1472 -0.3331 -0.0744
H -6.3408 -4.1325 3.1315 0.2688 0.0038 -0.0006
H -4.7446 -2.1577 4.6580 0.0232 0.3626 -0.4228
H -5.4354 -2.3231 6.1726 -1.2407 0.1991 0.1157
H -5.1236 -0.6833 5.5594 -0.1852 -0.0020 -0.1194
C 2.9448 -9.1582 0.0502 1.2710 0.5606 0.7288
C 4.0397 -8.2886 0.7745 -0.2556 -0.3595 -0.6253
O 4.8980 -7.6679 -0.2351 0.2439 0.6155 0.9626
S 5.8591 -6.4327 0.2844 -2.0951 -0.7420 0.5680
C 4.6996 -5.0455 -0.1560 0.7444 -0.2618 0.9031
O 6.0163 -6.5069 1.7607 -0.2270 0.3183 -3.3464
O 6.9424 -6.4806 -0.6469 0.0223 0.4165 0.7736
H 3.4391 -9.8309 -0.6507 -0.0249 0.0502 -0.0214
H 2.1943 -8.5743 -0.4827 0.1980 0.1738 0.0864
H 2.4451 -9.7710 0.8004 -0.0273 0.0468 0.0386
H 3.6270 -7.5240 1.4326 -0.2916 0.0900 -0.2028
H 4.7219 -8.8594 1.4045 -0.3316 -0.4198 -0.0606
H 4.4109 -4.9355 -1.2013 0.7267 -0.4912 -0.0836
H 5.2409 -4.1692 0.2006 -0.2428 0.1507 -0.0831
H 3.7636 -5.1677 0.3891 0.2691 -0.1276 0.3539
C 5.9880 2.4469 -1.0436 -0.7004 -0.2153 -0.2647
C 5.3143 1.8414 -2.3014 0.3703 0.3645 1.7351
O 6.4247 1.3862 -3.0706 0.0044 -1.3012 -2.5750
S 6.1322 0.6014 -4.5513 -1.4982 0.6671 1.0242
C 5.7917 2.1245 -5.6488 -0.0615 -0.8826 0.1818
O 7.3925 0.0575 -4.9883 -1.1032 0.4274 0.5925
O 4.9397 -0.2704 -4.3601 2.6184 2.2486 -0.6825
H 5.3027 2.6645 -0.2245 -0.5437 0.2090 -0.3650
H 6.4158 3.3884 -1.3882 0.6068 -0.2048 0.5165
H 6.6548 1.7308 -0.5633 0.5412 0.2124 -0.5309
H 4.6577 1.0210 -2.0117 -0.0873 0.0002 -0.4280
H 4.7928 2.6712 -2.7784 -0.2658 -0.3320 -0.3857
H 6.6851 2.7312 -5.7965 0.2249 -0.3295 0.6773
H 4.9792 2.7458 -5.2721 0.0465 -0.3171 0.2928
H 5.5338 1.8035 -6.6581 -0.1958 -0.5303 0.2219
C -3.2487 -8.9414 1.1862 -0.5809 -0.2786 -0.2851
C -3.3288 -10.4172 0.8513 0.9902 0.2720 0.0501
O -4.3946 -10.9923 1.5958 -0.9148 -0.0697 0.8087
S -4.9690 -12.4431 1.2830 1.2559 -0.6240 -2.1240
C -3.3821 -13.4158 1.3532 -2.0318 0.7078 0.7769
O -5.8432 -12.7916 2.3729 0.7371 0.4281 -1.0372
O -5.3886 -12.4738 -0.1247 0.1533 0.0781 2.2115
H -4.2467 -8.5552 0.9789 0.1987 0.5574 0.0035
H -2.4895 -8.4875 0.5493 -0.1786 0.1488 -0.0580
H -2.9859 -8.7409 2.2249 -0.0922 -0.2131 -0.0177
H -3.4663 -10.5790 -0.2178 -0.1347 -0.0274 0.0017
H -2.3831 -10.8545 1.1717 0.0037 -0.4537 -0.1087
H -3.7628 -14.4361 1.3997 0.4698 -0.0718 -0.2584
H -2.9835 -13.1226 2.3244 0.3442 -0.1996 -0.1477
H -2.7490 -13.1618 0.5030 -0.2253 -0.2086 0.1586
C 2.8029 12.5680 -1.9108 -0.3042 -0.6634 -1.2651
C 2.1589 11.1779 -2.1608 -1.0680 0.3337 1.0347
O 2.9044 10.2885 -2.9744 0.3450 -1.7419 -0.8328
S 2.3390 8.7056 -3.2641 -0.0408 0.9228 0.1190
C 1.1332 9.1319 -4.6097 1.4424 -0.0014 0.2736
O 3.5176 8.0179 -3.7963 -2.3093 1.2328 0.9879
O 1.5580 8.1734 -2.1338 1.7210 1.1394 -1.8163
H 3.8757 12.4734 -2.0789 0.0771 0.3523 0.7963
H 2.4113 13.0280 -1.0035 0.7213 -0.5494 0.5102
H 2.4367 13.2973 -2.6334 0.1321 -0.2532 -0.5525
H 1.9987 10.6279 -1.2335 -0.2035 0.3674 0.2373
H 1.1941 11.4050 -2.6143 -0.2800 -0.4162 -0.0783
H 1.6287 9.8376 -5.2766 0.3161 -0.1451 0.0894
H 0.2695 9.6644 -4.2116 -0.0587 -0.6656 0.2284
H 0.9773 8.2079 -5.1664 -0.4910 0.0679 0.2883
C -3.9852 9.5501 2.1969 -0.4554 -0.4339 0.2466
C -4.8135 8.3044 2.6337 0.2564 3.5383 -0.1101
O -3.9198 7.2899 2.9587 -0.1257 -3.0579 -0.2863
S -4.4738 5.7646 2.5132 -0.1481 0.4584 -0.3869
C -4.0354 5.9207 0.6983 -0.5708 -0.2697 0.7937
O -3.5972 4.7494 3.0998 -1.6972 1.9998 -0.7255
O -5.9403 5.7988 2.7045 3.0845 -0.4799 -0.4337
H -3.4117 9.2512 1.3196 0.1066 0.3215 -0.0506
H -3.3310 10.0069 2.9395 0.0761 -0.4709 0.1648
H -4.7112 10.3240 1.9473 0.0321 0.0377 -0.3209
H -5.4172 8.6040 3.4904 -0.1627 -0.4540 0.0545
H -5.4632 8.2066 1.7640 -0.1177 -1.1111 0.1914
H -2.9621 5.8445 0.5242 -0.0552 0.0168 0.5416
H -4.3958 6.8914 0.3576 -0.0674 -0.1358 0.0838
H -4.5297 5.1238 0.1427 -0.1397 0.0326 0.2197
C 6.8155 1.9331 6.4144 0.4562 -0.3335 -0.5261
C 6.5190 1.2581 5.0401 0.1282 0.9075 1.8446
O 5.1142 1.5421 4.7309 -1.2507 -0.7552 0.3606
S 3.8972 0.6088 5.4189 0.8637 -1.0420 0.8117
C 4.0297 -0.7553 4.2579 -0.4485 0.5030 0.4394
O 4.3486 0.1204 6.7455 -1.1304 1.4186 -2.4869
O 2.5752 1.2178 5.2050 3.0126 -0.5239 0.5293
H 6.5308 2.9851 6.4281 -0.4506 -0.1446 -0.1725
H 7.8799 1.9746 6.6455 0.1977 -0.3828 -0.2167
H 6.3292 1.3731 7.2132 -0.0892 0.2401 -0.1114
H 7.1552 1.6639 4.2535 -0.6070 0.4119 -0.2062
H 6.7985 0.2050 5.0685 -0.6726 -0.2616 0.1132
H 3.3285 -1.5307 4.5663 -0.1218 0.1897 -0.1049
H 5.0330 -1.1811 4.2534 -0.0438 0.3399 -0.0702
H 3.7339 -0.2500 3.3385 0.1496 -0.5653 -0.2265
C -1.0062 -1.1673 -6.2204 -0.2080 -0.9316 0.8520
C -0.3834 0.0685 -5.6956 1.9444 1.1094 -0.6315
O -1.4033 1.0195 -5.3719 -0.6261 0.0206 0.7629
S -1.2126 2.5551 -5.5672 -0.6648 2.5195 -1.8739
C -1.9996 2.7575 -7.2129 0.4647 0.0231 1.1719
O -2.0654 3.2846 -4.6533 0.9343 -1.2062 -0.2241
O 0.1772 2.9413 -5.7227 -0.9439 -0.9185 0.5527
H -1.7420 -0.9652 -6.9988 -0.0266 0.0662 0.1712
H -1.4457 -1.6626 -5.3547 -0.4970 -0.3305 -0.3466
H -0.2599 -1.8501 -6.6266 0.1140 0.1457 0.0220
H 0.2734 0.0316 -4.8265 -0.3161 -0.8197 0.2253
H 0.3066 0.4647 -6.4406 -0.2634 0.4872 -0.3150
H -1.6726 3.7384 -7.5577 0.0518 -0.1990 -0.1609
H -3.0784 2.7722 -7.0575 0.1289 -0.2212 -0.0549
H -1.6662 1.9346 -7.8453 -0.0589 0.2397 -0.1018
C 0.2307 1.4681 0.2616 -1.0869 0.8883 -0.0019
C -0.8684 0.4025 0.1920 1.3263 0.7670 1.0092
O -0.2217 -0.7796 -0.3118 -1.2851 -1.9186 -0.1803
S -1.0369 -2.2216 -0.1295 -0.3708 -0.3224 1.2186
C -2.6209 -1.8740 -0.9994 0.8946 0.3397 0.6241
O -0.3382 -3.2192 -0.9455 -0.7536 1.8544 1.4930
O -1.2908 -2.4556 1.3187 0.7321 0.5614 -3.2486
H 1.2082 1.1940 0.6586 -0.2276 -0.4148 -0.2567
H -0.1698 2.2299 0.9304 0.0856 0.1530 0.2107
H 0.2733 1.9895 -0.6946 0.5921 -0.2582 -0.1227
H -1.2640 0.2635 1.1981 0.0005 -0.5249 -0.0329
H -1.6672 0.8201 -0.4209 -0.0741 -0.5788 -0.4225
H -2.8854 -2.8310 -1.4491 -0.0745 0.3282 -0.1463
H -2.3790 -1.0610 -1.6839 0.0034 -0.4763 -0.4858
H -3.4030 -1.4725 -0.3549 0.2171 -0.4005 0.3486